(1)
DFT (the ωB97M-V functional and the def2-TZVPD basis) results for a cluster of 3 separate species, C30H64BF5N4O8PS3 in total in a non-equilibrium geometry.

Lowest unoccupied orbital energy   1.781 eV
HOMO   -4.7730 eV
Energy above the lowest of the compared OMol25 structures with the same formula, charge and spin   1.0109 eV
Charge   -1

CARTESIAN COORDINATES (ANGSTROEM)
C  4.46  1.45  0.07
C  3.34  2.52  0.20
B  2.16  2.32  -0.86
O  2.58  2.04  -2.16
C  0.64  2.42  -0.37
C  0.50  3.79  0.35
C  1.11  5.06  -0.30
C  0.69  5.32  -1.77
S  2.10  5.41  -2.87
O  3.29  4.84  -2.27
O  2.25  6.79  -3.24
O  1.74  4.60  -4.20
O  0.68  1.49  0.72
P  -0.13  -0.07  0.44
C  1.45  -0.90  -0.17
C  1.93  -2.11  0.63
F  2.36  -1.75  1.90
C  -1.22  -1.66  0.33
C  -1.57  -2.25  -1.04
C  -0.48  -3.11  -1.73
S  0.09  -2.39  -3.31
C  1.74  -2.95  -3.51
S  2.27  -3.18  -5.04
N  2.55  -3.12  -2.33
C  2.96  -4.54  -2.28
C  3.66  -4.91  -0.98
C  3.74  -2.26  -2.42
C  3.44  -0.80  -2.80
O  -0.54  0.53  -1.16
C  -0.52  1.95  -1.32
C  -0.16  2.09  -2.82
C  -1.26  2.05  -3.87
C  -1.57  0.71  -4.52
N  -1.90  3.06  -4.30
C  -1.94  2.43  -1.00
F  -2.14  2.65  0.33
F  -2.18  3.65  -1.57
C  -3.05  1.41  -1.43
F  -3.53  0.74  -0.37
F  -4.11  2.14  -1.91
H  4.24  0.72  -0.72
H  4.56  0.87  0.99
H  5.42  1.91  -0.19
H  2.97  2.54  1.23
H  3.80  3.48  -0.05
H  3.48  2.34  -2.29
H  -0.54  4.04  0.57
H  0.97  3.70  1.32
H  0.68  5.90  0.25
H  2.18  5.16  -0.17
H  -0.05  4.58  -2.06
H  0.20  6.29  -1.87
H  2.14  3.72  -4.11
H  0.28  -0.40  1.79
H  -1.27  0.56  1.08
H  2.31  -0.23  -0.15
H  1.35  -1.18  -1.23
H  1.23  -2.95  0.66
H  2.83  -2.47  0.11
H  -2.17  -1.39  0.79
H  -0.83  -2.47  0.96
H  -1.94  -1.52  -1.76
H  -2.41  -2.94  -0.89
H  -0.89  -4.09  -1.98
H  0.40  -3.30  -1.12
H  3.63  -4.77  -3.11
H  2.08  -5.17  -2.40
H  4.50  -4.26  -0.74
H  4.07  -5.92  -1.08
H  2.99  -4.89  -0.12
H  4.26  -2.25  -1.46
H  4.46  -2.66  -3.16
H  3.71  -0.61  -3.84
H  2.40  -0.52  -2.61
H  4.08  -0.15  -2.20
H  0.46  2.96  -3.03
H  0.50  1.24  -3.02
H  -2.63  0.73  -4.78
H  -1.42  -0.08  -3.78
H  -0.97  0.57  -5.41
H  -1.57  3.90  -3.81
H  -2.75  0.75  -2.24
C  2.83  -1.88  7.57
C  3.09  -1.77  6.07
C  3.71  -0.43  5.64
O  2.81  0.67  5.62
C  2.55  1.26  6.87
N  1.85  -2.06  5.34
H  1.93  -1.34  7.86
H  2.68  -2.92  7.84
H  3.67  -1.49  8.15
H  3.81  -2.55  5.81
H  4.06  -0.53  4.61
H  4.59  -0.19  6.25
H  3.43  1.24  7.52
H  1.71  0.77  7.38
H  2.26  2.29  6.69
H  2.05  -2.10  4.35
H  1.24  -1.25  5.43
C  -8.77  -0.43  -0.07
C  -8.75  -1.80  0.61
C  -7.63  -1.96  1.65
O  -6.34  -2.15  1.12
C  -5.68  -0.97  0.69
N  -8.70  -2.84  -0.42
H  -8.00  -0.34  -0.84
H  -9.73  -0.27  -0.56
H  -8.62  0.37  0.66
H  -9.70  -1.91  1.14
H  -7.85  -2.87  2.23
H  -7.63  -1.13  2.37
H  -5.92  -0.12  1.33
H  -5.93  -0.74  -0.34
H  -4.61  -1.15  0.75
H  -8.80  -3.75  0.02
H  -7.75  -2.85  -0.79

***

(2)
DFT (the ωB97M-V functional and the def2-TZVPD basis) results for a structure of composition C30H65AsIMnN12O4 in a non-equilibrium geometry.

Lowest unoccupied orbital energy (spin up / spin down)   -1.740 / -1.747 eV
HOMO (spin up / spin down)   -10.0159 / -10.0266 eV
Multiplicity   6
Energy above the lowest of the compared OMol25 structures with the same formula, charge and spin   2.2657 eV
Charge   +1
⟨S²⟩   8.753

CARTESIAN COORDINATES (ANGSTROEM)
Mn  -0.07  -0.86  18.14
C  -3.97  -0.80  14.23
N  -3.08  -1.18  15.29
C  -3.68  -1.96  16.35
C  -1.84  -0.73  15.49
N  -0.96  -1.36  16.25
C  -0.88  -2.76  16.13
C  0.58  -3.23  16.17
N  1.20  -2.64  17.34
C  1.01  -3.51  18.54
C  1.35  -2.94  19.93
N  0.82  -1.59  20.11
C  0.64  -1.09  21.30
N  0.43  -1.87  22.48
C  -0.37  -3.00  22.41
C  1.01  -1.57  23.77
N  0.65  0.24  21.50
C  1.51  1.23  20.88
C  -0.23  0.85  22.47
C  2.66  -2.34  17.12
C  3.17  -1.25  18.06
N  4.29  -1.76  18.78
C  5.48  -1.38  18.53
N  6.00  -0.55  17.54
C  6.85  0.55  17.91
C  5.42  -0.45  16.23
N  6.47  -1.88  19.35
C  7.69  -2.33  18.69
C  5.97  -2.90  20.25
N  -1.54  0.50  15.00
C  -0.22  0.73  14.39
C  -2.42  1.65  15.15
H  -4.27  -1.64  13.53
H  -3.50  -0.16  13.54
H  -4.91  -0.36  14.48
H  -4.73  -1.71  16.40
H  -3.19  -1.68  17.31
H  -3.62  -3.05  16.08
H  -1.19  -3.19  15.20
H  -1.38  -3.22  16.96
H  1.08  -2.89  15.21
H  0.73  -4.34  16.16
H  1.58  -4.43  18.36
H  -0.04  -3.76  18.54
H  2.43  -3.05  20.08
H  0.91  -3.71  20.63
H  -0.85  -3.11  21.40
H  -1.22  -2.93  23.19
H  0.28  -3.85  22.52
H  1.77  -0.81  23.69
H  1.43  -2.48  24.16
H  0.26  -1.16  24.45
H  1.01  2.19  20.75
H  1.92  0.91  19.90
H  2.43  1.35  21.46
H  -1.17  0.27  22.67
H  -0.45  1.79  22.12
H  0.30  1.03  23.42
H  2.88  -2.13  16.07
H  3.10  -3.29  17.34
H  2.37  -0.92  18.63
H  3.42  -0.37  17.41
H  7.15  0.42  18.96
H  6.25  1.48  17.90
H  7.73  0.57  17.29
H  4.79  -1.29  15.92
H  6.18  -0.51  15.42
H  4.95  0.55  16.22
H  8.01  -1.45  18.11
H  7.53  -3.16  17.94
H  8.47  -2.66  19.39
H  5.12  -2.55  20.86
H  6.71  -3.24  20.96
H  5.58  -3.79  19.72
H  -0.14  0.26  13.40
H  0.53  0.36  15.07
H  -0.07  1.81  14.28
H  -1.92  2.36  15.73
H  -3.28  1.32  15.78
H  -2.66  2.05  14.16
N  -2.64  -0.55  20.81
C  -2.59  -1.73  20.18
O  -1.99  -2.00  19.16
C  -3.33  -2.82  20.83
I  -5.30  -2.78  19.94
H  -2.31  0.25  20.31
H  -2.97  -0.46  21.84
H  -3.26  -2.70  21.87
H  -2.97  -3.77  20.56
C  -5.15  -2.39  24.36
As  -4.43  -0.64  24.37
C  -5.80  0.35  23.61
C  -4.17  0.17  26.06
O  -2.99  -0.69  23.52
H  -4.36  -3.09  24.39
H  -5.72  -2.40  23.43
H  -5.85  -2.68  25.16
H  -6.41  0.83  24.35
H  -6.27  -0.36  22.91
H  -5.34  1.12  23.03
H  -5.09  0.55  26.49
H  -3.67  1.04  25.72
H  -3.48  -0.36  26.75
O  1.29  0.87  17.40
C  0.39  1.62  17.68
C  0.23  3.08  17.20
C  -1.05  3.47  17.78
C  -1.59  2.22  18.49
O  -2.66  2.05  18.98
N  -0.63  1.24  18.44
H  0.36  3.03  16.11
H  1.04  3.73  17.60
H  -1.78  3.86  17.09
H  -0.98  4.17  18.56

***

(3)
DFT (the ωB97M-V functional and the def2-TZVPD basis) results for a cluster of 13 separate species, C30H65ClN12O29P2 in total in a non-equilibrium geometry.

Lowest unoccupied orbital energy   -1.376 eV
HOMO   -9.5257 eV
Charge   0

CARTESIAN COORDINATES (ANGSTROEM)
C  -0.10  1.31  -6.39
C  -1.31  0.40  -6.22
C  -1.19  -0.52  -5.01
C  -2.37  -1.48  -4.99
C  -2.52  -2.24  -3.68
C  -3.04  -1.42  -2.48
C  -2.44  -2.02  -1.19
C  -3.40  -2.26  -0.01
C  -3.47  -1.12  1.03
C  -2.15  -0.48  1.37
C  -1.08  -1.03  1.96
C  -1.07  -2.45  2.45
C  0.10  -3.32  2.01
C  0.28  -3.41  0.50
Cl  1.65  -2.93  2.81
C  0.11  -0.11  2.10
O  0.84  -0.02  3.06
C  0.31  0.78  0.91
P  1.97  1.13  0.23
P  1.83  0.61  -1.89
O  2.63  1.52  -2.69
O  2.28  -0.93  -2.15
O  0.30  0.68  -2.39
C  -0.76  1.36  0.36
C  -2.06  0.98  0.96
O  -2.99  1.75  1.11
H  -0.28  2.08  -7.13
H  0.10  1.79  -5.44
H  0.76  0.71  -6.69
H  -1.49  -0.21  -7.11
H  -2.19  1.02  -6.09
H  -1.18  0.13  -4.14
H  -0.25  -1.04  -5.10
H  -2.17  -2.22  -5.76
H  -3.31  -1.00  -5.28
H  -1.56  -2.70  -3.46
H  -3.25  -3.03  -3.83
H  -4.12  -1.38  -2.48
H  -2.65  -0.41  -2.62
H  -2.08  -3.00  -1.48
H  -1.56  -1.44  -0.92
H  -3.18  -3.22  0.42
H  -4.40  -2.35  -0.43
H  -4.18  -0.36  0.71
H  -3.90  -1.55  1.94
H  -1.98  -2.96  2.17
H  -1.06  -2.44  3.54
H  -0.14  -4.33  2.34
H  0.90  -2.60  0.12
H  0.76  -4.36  0.31
H  -0.70  -3.45  0.03
H  2.85  0.14  0.70
H  1.49  -1.48  -2.15
H  -0.28  0.05  -1.95
H  -0.72  2.04  -0.48
C  -4.44  3.99  -5.12
N  -5.48  2.96  -5.37
O  -5.68  2.13  -4.50
O  -6.06  3.01  -6.43
H  -4.01  3.82  -4.14
H  -3.68  3.89  -5.89
H  -4.92  4.96  -5.16
C  2.27  1.64  5.45
N  3.18  2.81  5.59
O  3.42  3.46  4.60
O  3.62  3.03  6.70
H  1.96  1.57  4.41
H  2.82  0.76  5.75
H  1.41  1.81  6.10
C  -0.43  5.69  -1.78
N  -1.45  4.65  -2.09
O  -1.67  3.80  -1.25
O  -2.00  4.72  -3.17
H  -0.03  5.49  -0.80
H  0.34  5.61  -2.54
H  -0.93  6.65  -1.83
C  7.11  1.27  5.84
N  6.36  0.22  5.10
O  6.96  -0.74  4.70
O  5.17  0.42  4.94
H  8.15  0.96  5.90
H  7.01  2.20  5.29
H  6.67  1.35  6.83
C  4.30  -2.16  -3.80
N  4.85  -3.13  -4.78
O  4.07  -3.73  -5.49
O  6.05  -3.28  -4.80
H  3.22  -2.14  -3.91
H  4.59  -2.48  -2.81
H  4.72  -1.19  -4.04
C  6.10  5.57  4.26
N  7.40  5.66  3.55
O  8.42  5.66  4.22
O  7.36  5.73  2.34
H  6.29  5.51  5.33
H  5.53  6.45  4.02
H  5.59  4.67  3.91
C  -1.75  7.46  -6.16
N  -2.61  6.47  -6.87
O  -2.06  5.48  -7.31
O  -3.79  6.73  -6.95
H  -0.73  7.10  -6.16
H  -1.84  8.41  -6.69
H  -2.14  7.55  -5.15
C  3.63  5.08  9.15
N  3.49  6.26  10.05
O  2.49  6.93  9.95
O  4.40  6.47  10.82
H  2.76  5.02  8.52
H  4.53  5.23  8.55
H  3.73  4.20  9.77
C  -3.57  -6.70  -4.30
N  -3.72  -5.52  -3.41
O  -4.66  -4.77  -3.61
O  -2.90  -5.38  -2.53
H  -4.37  -6.68  -5.03
H  -2.60  -6.61  -4.79
H  -3.61  -7.58  -3.68
C  2.07  -7.96  -0.26
N  0.82  -7.19  -0.04
O  0.51  -6.93  1.10
O  0.19  -6.87  -1.03
H  2.52  -8.17  0.71
H  1.80  -8.88  -0.78
H  2.73  -7.35  -0.87
C  -4.84  -6.20  2.80
N  -4.44  -4.77  2.62
O  -4.86  -4.18  1.65
O  -3.72  -4.30  3.47
H  -5.48  -6.48  1.97
H  -3.93  -6.79  2.81
H  -5.36  -6.27  3.75
C  -1.27  -0.39  5.26
N  -1.44  -0.60  6.72
O  -2.44  -1.17  7.10
O  -0.56  -0.16  7.44
H  -2.13  -0.81  4.75
H  -1.22  0.68  5.09
H  -0.35  -0.87  4.94

***

(4)
DFT (the ωB97M-V functional and the def2-TZVPD basis) results for a structure of composition C30H65IO10SSi2.

Lowest unoccupied orbital energy   0.484 eV
HOMO   -9.0877 eV
Charge   0

CARTESIAN COORDINATES (ANGSTROEM)
O  -5.99  2.68  2.91
C  -6.91  1.59  2.96
C  -7.00  0.85  1.62
Si  -6.64  1.90  0.08
C  -8.28  2.34  -0.75
C  -8.96  3.61  -0.23
C  -8.09  4.87  -0.27
S  -7.74  5.50  1.41
O  -5.73  1.08  -1.05
Si  -4.20  0.54  -0.66
C  -3.44  1.40  0.81
C  -3.10  2.88  0.53
C  -1.72  3.29  1.06
I  -1.87  4.94  2.44
C  -4.22  -1.32  -0.47
C  -5.36  -2.09  -0.25
C  -5.29  -3.48  -0.14
C  -4.06  -4.12  -0.25
C  -2.90  -3.37  -0.46
C  -3.00  -1.99  -0.58
H  -6.42  3.47  3.24
H  -6.56  0.91  3.73
H  -7.89  1.95  3.26
H  -6.40  -0.05  1.67
H  -8.04  0.54  1.52
H  -5.95  3.15  0.40
H  -8.94  1.49  -0.58
H  -8.09  2.38  -1.82
H  -9.35  3.42  0.77
H  -9.83  3.80  -0.85
H  -7.18  4.73  -0.83
H  -8.65  5.66  -0.76
H  -6.41  5.62  1.40
H  -3.32  0.83  -1.81
H  -3.99  1.29  1.75
H  -2.49  0.88  0.97
H  -3.87  3.54  0.90
H  -3.07  3.01  -0.55
H  -1.21  2.49  1.59
H  -1.08  3.65  0.26
H  -6.33  -1.61  -0.18
H  -6.19  -4.05  0.01
H  -3.99  -5.19  -0.18
H  -1.95  -3.86  -0.55
H  -2.08  -1.43  -0.75
C  2.91  -3.91  0.86
O  3.01  -3.53  -0.51
C  1.79  -3.70  -1.22
C  1.09  -2.37  -1.42
O  0.64  -1.83  -0.18
C  1.47  -0.79  0.31
H  3.83  -3.59  1.35
H  2.06  -3.43  1.35
H  2.83  -5.00  0.95
H  1.13  -4.40  -0.70
H  2.03  -4.12  -2.20
H  0.21  -2.53  -2.05
H  1.75  -1.67  -1.93
H  1.35  0.11  -0.30
H  2.52  -1.09  0.31
H  1.17  -0.57  1.33
C  4.44  0.32  2.77
O  3.42  -0.33  3.51
C  3.88  -0.83  4.75
C  3.45  0.06  5.90
O  4.10  1.32  5.85
C  3.28  2.36  5.34
H  3.98  0.83  1.92
H  4.97  1.07  3.37
H  5.16  -0.41  2.38
H  4.96  -0.95  4.75
H  3.42  -1.82  4.89
H  3.74  -0.41  6.84
H  2.37  0.18  5.90
H  2.49  2.62  6.06
H  2.81  2.07  4.39
H  3.91  3.23  5.17
C  5.86  -6.80  -4.34
O  5.96  -5.96  -5.47
C  4.72  -5.73  -6.11
C  4.15  -4.38  -5.76
O  3.78  -4.30  -4.40
C  4.72  -3.60  -3.59
H  6.82  -6.78  -3.82
H  5.08  -6.46  -3.65
H  5.65  -7.84  -4.64
H  4.00  -6.52  -5.86
H  4.90  -5.77  -7.19
H  3.24  -4.21  -6.36
H  4.87  -3.59  -6.01
H  4.68  -2.53  -3.81
H  5.74  -3.97  -3.75
H  4.44  -3.76  -2.55
C  3.22  3.48  0.46
O  4.01  2.49  -0.17
C  4.00  2.58  -1.58
C  5.27  3.22  -2.11
O  5.36  4.59  -1.73
C  6.24  4.81  -0.65
H  3.42  3.44  1.53
H  3.45  4.48  0.10
H  2.15  3.27  0.30
H  3.13  3.14  -1.92
H  3.93  1.56  -1.98
H  5.25  3.18  -3.20
H  6.14  2.67  -1.76
H  7.28  4.68  -0.96
H  6.03  4.15  0.19
H  6.11  5.85  -0.33

***

| no. | E (hartree) |
| --- | --- |
| 1 | -4062.49614 |
| 2 | -5824.40591 |
| 3 | -5162.93256 |
| 4 | -3209.24607 |